# 1
The following is a DFT calculation (the ωB97M-V functional and the def2-TZVPD basis) of an isolated molecule of CHO2PS in a non-equilibrium geometry.

Properties
lowest unoccupied orbital energy: -0.05984 hartree
calculated total energy: -25271.9213 eV
Kohn-Sham gap: 8.23 eV
energy above the lowest of the compared OMol25 structures with the same formula, charge and spin: 9.95 kcal per mole
total charge: 0
strongest force on any atom: 3.74 eV/Å

Each line ends with the Mulliken charge.
Element x y z (Å)
O1 -0.40 1.15 1.42  -0.44
C1 0.19 1.01 0.43  0.25
O2 0.45 -0.18 -0.12  -0.22
P1 -0.04 -1.81 0.12  0.31
S1 -0.94 -1.92 -1.55  -0.18
H1 0.74 1.75 -0.29  0.28

=====

# 2
The following is a DFT calculation (the ωB97M-V functional and the def2-TZVPD basis) of an isolated molecule of C5H9N2P in a non-equilibrium geometry.

Properties
lowest unoccupied orbital energy: 0.00361 hartree
calculated total energy: -17597.0752 eV
Kohn-Sham gap: 9.75 eV
energy above the lowest of the compared OMol25 structures with the same formula, charge and spin: 46.24 kcal per mole
total charge: 0
strongest force on any atom: 2.67 eV/Å

Each line ends with the Mulliken charge.
Element x y z (Å)
C1 1.40 -0.08 0.87  -1.26
C2 0.14 0.48 0.12  0.49
C3 0.58 1.15 -1.15  -1.40
C4 -0.92 -0.65 -0.15  0.23
P1 -1.76 -1.67 1.06  -0.19
C5 -2.42 -2.52 -0.39  -0.22
N1 -2.03 -1.99 -1.48  -0.72
N2 -1.13 -1.01 -1.35  0.05
H1 1.99 -0.67 0.19  0.37
H2 0.96 -0.45 1.86  0.36
H3 2.09 0.78 0.85  0.33
H4 -0.31 1.10 0.82  0.38
H5 0.66 0.42 -1.93  0.39
H6 1.64 1.64 -1.06  0.28
H7 -0.04 1.96 -1.52  0.33
H8 -3.10 -1.06 1.06  0.09
H9 -3.20 -3.18 -0.45  0.49

=====

# 3
The following is a DFT calculation (the ωB97M-V functional and the def2-TZVPD basis) of a structure of composition C2H3F2I in a non-equilibrium geometry.

Properties
lowest unoccupied orbital energy: 0.00485 hartree
calculated total energy: -15656.1488 eV
Kohn-Sham gap: 9.84 eV
energy above the lowest of the compared OMol25 structures with the same formula, charge and spin: 46.29 kcal per mole
total charge: 0
strongest force on any atom: 5.91 eV/Å

Each line ends with the Mulliken charge.
Element x y z (Å)
C1 -0.94 -0.44 0.05  -0.91
C2 0.84 0.49 -0.11  0.31
F1 0.82 1.14 1.02  -0.19
F2 0.78 1.33 -1.11  -0.19
I1 2.43 -0.95 0.02  0.07
H1 -1.71 0.27 -0.37  0.30
H2 -1.19 -1.31 -0.65  0.29
H3 -1.03 -0.55 1.15  0.31

=====

# 4
The following is a DFT calculation (the ωB97M-V functional and the def2-TZVPD basis) of an isolated molecule of C3H4N2O.

Properties
lowest unoccupied orbital energy: 0.02251 hartree
calculated total energy: -8201.2369 eV
Kohn-Sham gap: 10.26 eV
energy above the lowest of the compared OMol25 structures with the same formula, charge and spin: 61.08 kcal per mole
total charge: 0
strongest force on any atom: 0.88 eV/Å

Each line ends with the Mulliken charge.
Element x y z (Å)
O1 -1.70 -0.06 0.24  -0.47
C1 -1.19 0.84 -0.39  0.03
N1 0.18 0.93 -0.63  -0.07
C2 0.90 -0.04 -0.02  0.53
N2 2.01 -0.57 0.26  -0.59
C3 0.57 -1.22 0.67  -0.44
H1 -1.77 1.67 -0.79  0.35
H2 0.59 1.68 -1.16  0.21
H3 0.15 -2.06 0.10  0.21
H4 0.27 -1.18 1.72  0.23

=====

# 5
The following is a DFT calculation (the ωB97M-V functional and the def2-TZVPD basis) of an isolated molecule of C2H3N3O2 in a non-equilibrium geometry.

Properties
lowest unoccupied orbital energy: 0.00887 hartree
calculated total energy: -10685.5816 eV
Kohn-Sham gap: 10.60 eV
energy above the lowest of the compared OMol25 structures with the same formula, charge and spin: 66.30 kcal per mole
total charge: 0
strongest force on any atom: 4.42 eV/Å

Each line ends with the Mulliken charge.
Element x y z (Å)
N1 -4.07 -0.37 -0.07  -0.43
C1 -2.93 -0.22 0.00  0.45
N2 -1.65 -0.13 0.25  0.04
O1 -0.81 -1.30 -0.09  -0.47
C2 -0.91 1.16 0.05  0.40
N3 0.49 0.88 -0.04  -0.33
O2 -1.51 2.18 -0.04  -0.49
H1 -1.37 -1.95 0.37  0.37
H2 0.69 -0.07 0.13  0.25
H3 1.11 1.61 -0.24  0.21

=====

# 6
The following is a DFT calculation (the ωB97M-V functional and the def2-TZVPD basis) of a structure of composition C25H38IrN3O3PS2SiTe.

Properties
lowest unoccupied orbital energy: 0.05800 hartree
calculated total energy: -86124.6967 eV
Kohn-Sham gap: 4.48 eV
energy above the lowest of the compared OMol25 structures with the same formula, charge and spin: 24.22 kcal per mole
total charge: -1
strongest force on any atom: 0.95 eV/Å

Each line ends with the Mulliken charge.
Element x y z (Å)
Ir1 -0.78 -0.03 -0.39  1.07
O1 0.71 -3.58 -3.15  -0.78
C1 0.77 -2.90 -2.13  0.21
O2 0.19 -1.77 -1.94  -0.36
C2 1.67 -3.25 -0.96  0.09
C3 2.29 -4.50 -1.01  -0.63
C4 3.23 -4.89 -0.08  -0.58
C5 3.57 -3.99 0.92  -0.72
C6 2.97 -2.75 0.99  -0.78
C7 1.97 -2.34 0.08  0.56
S1 1.34 -0.71 0.49  -0.25
H1 2.02 -5.14 -1.84  0.41
H2 3.69 -5.87 -0.14  0.37
H3 4.32 -4.25 1.66  0.38
H4 3.26 -2.07 1.77  0.37
C8 2.75 5.01 5.20  -1.62
C9 2.14 3.65 4.97  1.10
C10 2.43 2.93 3.81  -0.84
C11 1.84 1.70 3.57  -0.02
C12 0.97 1.16 4.52  0.27
C13 0.67 1.86 5.68  -0.69
C14 1.26 3.10 5.89  -0.51
S2 0.15 -0.41 4.22  0.77
C15 1.66 -1.40 4.27  -0.74
O3 -0.60 -0.74 5.46  -0.77
H5 3.41 5.29 4.38  0.36
H6 3.33 5.03 6.13  0.38
H7 1.97 5.77 5.29  0.32
H8 3.10 3.35 3.07  0.31
H9 2.05 1.15 2.66  -0.03
H10 -0.02 1.42 6.38  0.50
H11 1.02 3.66 6.79  0.37
H12 2.07 -1.33 5.28  0.42
H13 2.35 -1.03 3.52  0.00
H14 1.37 -2.42 4.03  0.39
C16 0.71 2.10 -4.76  -0.74
N1 -0.77 2.17 -4.42  0.18
C17 -1.52 1.21 -5.34  -0.78
N2 -1.01 -0.10 -5.23  0.17
C18 0.43 -0.12 -5.51  -0.97
N3 1.19 0.77 -4.64  0.13
C19 1.25 0.27 -3.25  -1.20
P1 -0.44 0.03 -2.53  1.71
C20 -0.99 1.78 -2.98  -1.19
C21 -1.34 -0.75 -3.95  -1.10
H15 1.22 2.77 -4.07  0.38
H16 0.81 2.46 -5.79  0.36
H17 -1.11 3.12 -4.59  0.37
H18 -1.39 1.60 -6.35  0.37
H19 -2.57 1.25 -5.04  0.41
H20 0.59 0.18 -6.55  0.26
H21 0.79 -1.14 -5.37  0.47
H22 1.80 0.98 -2.63  0.35
H23 1.80 -0.67 -3.25  0.47
H24 -0.44 2.50 -2.37  0.09
H25 -2.06 1.85 -2.75  0.52
H26 -2.40 -0.67 -3.75  0.32
H27 -1.05 -1.80 -4.01  0.40
Te1 -3.29 -0.07 -0.83  -0.85
C22 -3.21 3.17 1.42  -1.01
Si1 -1.42 3.27 0.90  0.11
C23 -0.51 4.27 2.23  -0.95
C24 -1.35 4.33 -0.67  -0.98
C25 -0.49 1.65 0.79  -0.25
H28 -3.54 4.14 1.81  0.35
H29 -3.35 2.42 2.20  0.30
H30 -3.85 2.87 0.59  0.26
H31 -0.97 5.26 2.36  0.42
H32 0.54 4.42 1.97  0.22
H33 -0.54 3.75 3.19  0.15
H34 -1.76 5.32 -0.47  0.44
H35 -1.95 3.87 -1.45  0.16
H36 -0.32 4.46 -1.03  0.30
H37 -0.64 1.16 1.76  -0.26
H38 0.58 1.94 0.77  0.27

=====

# 7
The following is a DFT calculation (the ωB97M-V functional and the def2-TZVPD basis) of a structure of composition C12H30BrN2O4Sr in a non-equilibrium geometry.

Properties
lowest unoccupied orbital energy: -0.10340 hartree
calculated total energy: -94974.8635 eV
Kohn-Sham gap: 8.11 eV
energy above the lowest of the compared OMol25 structures with the same formula, charge and spin: 28.10 kcal per mole
total charge: +1
strongest force on any atom: 2.91 eV/Å

Each line ends with the Mulliken charge.
Element x y z (Å)
Sr1 20.45 13.01 -8.12  1.25
Br1 20.19 15.62 -9.50  -0.65
C1 22.04 12.89 -11.83  -0.93
O1 21.84 12.15 -10.64  0.17
C2 22.42 10.88 -10.69  -0.81
C3 22.52 10.31 -9.24  -0.93
N1 22.67 11.28 -8.12  0.04
C4 23.96 11.99 -8.33  -0.64
C5 24.18 13.10 -7.37  -0.82
O2 22.96 13.87 -7.47  0.15
C6 23.10 15.18 -6.96  -0.95
H1 21.27 12.80 -12.61  0.30
H2 23.02 12.77 -12.29  0.34
H3 21.90 13.95 -11.60  0.27
H4 23.48 10.94 -10.98  0.51
H5 22.08 10.07 -11.33  0.36
H6 23.38 9.63 -9.22  0.45
H7 21.67 9.64 -9.07  0.38
H8 22.68 10.68 -7.30  0.09
H9 23.98 12.24 -9.39  0.29
H10 24.72 11.19 -8.30  0.45
H11 25.00 13.74 -7.69  0.41
H12 24.27 12.80 -6.32  0.35
H13 23.05 15.22 -5.86  0.28
H14 22.23 15.78 -7.27  0.24
H15 23.95 15.74 -7.33  0.33
C7 17.88 12.26 -10.41  -0.81
O3 18.18 12.81 -9.12  -0.03
C8 17.00 13.31 -8.47  -0.77
C9 17.53 14.24 -7.35  -0.68
N2 18.50 13.56 -6.53  0.16
C10 18.54 14.12 -5.16  -0.95
C11 19.61 13.39 -4.33  -0.75
O4 20.69 13.03 -5.15  -0.09
C12 21.79 12.41 -4.52  -0.68
H16 17.44 13.06 -11.01  0.31
H17 17.16 11.45 -10.35  0.34
H18 18.79 11.88 -10.87  0.13
H19 16.56 12.46 -7.93  0.37
H20 16.31 13.83 -9.13  0.44
H21 16.64 14.61 -6.82  0.41
H22 18.01 15.10 -7.83  0.25
H23 18.09 12.65 -6.31  0.09
H24 17.58 13.97 -4.66  0.41
H25 18.85 15.16 -5.14  0.38
H26 19.11 12.56 -3.80  0.44
H27 19.96 14.03 -3.52  0.41
H28 21.45 11.77 -3.71  0.44
H29 22.55 13.13 -4.21  0.27
H30 22.30 11.77 -5.25  -0.01